(1)
Formula: C43H52BrN3P3Pd
Source: the Open Molecules 2025 dataset
Level of theory: ωB97M-V/def2-TZVPD

Computed properties:
Net charge: +3
Energy above the lowest of the compared OMol25 structures with the same formula, charge and spin (kcal per mole): 69.90
Gap between HOMO and LUMO (eV): 5.4
Largest force on an atom (eV Å⁻¹): 0.76
Electronic energy (eV): -151268.228

Atoms and positions in Å:
1 Pd 0.56 0.50 -0.24
2 C -0.18 1.04 3.27
3 P 0.90 0.18 2.12
4 C 0.91 -1.52 2.74
5 C 2.58 0.73 2.51
6 C 2.92 1.00 3.84
7 C 4.25 1.21 4.16
8 C 5.24 1.14 3.19
9 C 4.89 0.89 1.87
10 C 3.55 0.69 1.53
11 P 3.04 0.40 -0.18
12 C 3.96 1.65 -1.12
13 C 3.74 -1.17 -0.71
14 H 0.09 0.67 4.27
15 H -1.21 0.75 3.09
16 H -0.07 2.12 3.24
17 H 1.31 -1.45 3.76
18 H 1.56 -2.16 2.14
19 H -0.09 -1.94 2.77
20 H 2.18 1.04 4.62
21 H 4.52 1.43 5.19
22 H 6.27 1.30 3.45
23 H 5.67 0.84 1.12
24 H 4.97 1.66 -0.72
25 H 3.54 2.65 -1.02
26 H 4.02 1.37 -2.17
27 H 4.83 -1.08 -0.67
28 H 3.43 -1.40 -1.73
29 H 3.41 -1.97 -0.04
30 N -0.41 -3.21 -5.43
31 C 0.12 -2.28 -5.02
32 C 0.75 -1.13 -4.45
33 C 1.57 -0.27 -5.18
34 C 2.11 0.82 -4.53
35 C 1.80 1.03 -3.20
36 N 1.03 0.20 -2.47
37 C 0.53 -0.87 -3.10
38 H 1.77 -0.46 -6.23
39 H 2.75 1.52 -5.05
40 H 2.19 1.89 -2.69
41 H -0.05 -1.56 -2.52
42 Br -0.39 3.12 -2.97
43 C 0.48 3.66 -1.39
44 C 0.77 5.02 -1.33
45 C 1.34 5.55 -0.20
46 C 1.60 4.69 0.86
47 C 1.29 3.35 0.72
48 N 0.74 2.80 -0.39
49 H 0.54 5.64 -2.18
50 H 1.57 6.60 -0.13
51 H 2.04 5.04 1.79
52 H 1.52 2.69 1.53
53 C 0.60 -1.42 -0.26
54 C 0.79 -2.61 -0.33
55 C 1.03 -4.02 -0.43
56 C 0.08 -4.92 0.08
57 C 0.31 -6.28 -0.01
58 C 1.47 -6.76 -0.61
59 C 2.40 -5.87 -1.13
60 C 2.19 -4.51 -1.04
61 H -0.83 -4.55 0.52
62 H -0.43 -6.98 0.37
63 H 1.64 -7.82 -0.68
64 H 3.30 -6.25 -1.60
65 H 2.91 -3.82 -1.47
66 C -4.53 -0.33 -1.39
67 C -3.00 -0.31 -1.51
68 C -2.60 0.47 -2.76
69 C -2.57 -1.77 -1.68
70 P -2.19 0.49 0.03
71 C -2.69 -0.58 1.44
72 C -2.28 -1.92 1.45
73 C -2.72 -2.79 2.44
74 C -3.57 -2.35 3.44
75 C -3.97 -1.02 3.45
76 C -3.54 -0.15 2.47
77 C -2.99 2.19 0.41
78 C -2.74 3.25 -0.66
79 C -2.34 2.76 1.68
80 C -4.53 2.10 0.57
81 H -4.90 -0.96 -2.20
82 H -4.98 0.65 -1.53
83 H -4.87 -0.76 -0.46
84 H -3.06 -0.02 -3.63
85 H -1.53 0.49 -2.92
86 H -2.96 1.50 -2.75
87 H -2.84 -2.08 -2.69
88 H -3.10 -2.43 -0.99
89 H -1.50 -1.93 -1.54
90 H -1.61 -2.29 0.70
91 H -2.40 -3.82 2.43
92 H -3.92 -3.03 4.20
93 H -4.63 -0.65 4.23
94 H -3.88 0.87 2.53
95 H -3.08 2.96 -1.65
96 H -3.32 4.13 -0.36
97 H -1.70 3.55 -0.69
98 H -1.26 2.84 1.56
99 H -2.56 2.22 2.60
100 H -2.72 3.78 1.82
101 H -5.01 2.36 -0.37
102 H -4.83 2.85 1.30
103 H -4.93 1.15 0.89

(2)
Formula: C43H52F6NO4SSe2Tc
Source: the Open Molecules 2025 dataset
Level of theory: ωB97M-V/def2-TZVPD

Computed properties:
Net charge: -1
Expectation value of S²: 3.776
Energy above the lowest of the compared OMol25 structures with the same formula, charge and spin (kcal per mole): 38.99
Multiplicity: 4
Gap between HOMO and LUMO (alpha / beta) (eV): 5.1 / 3.9
Largest force on an atom (eV Å⁻¹): 2.36
Electronic energy (eV): -215150.318

Atoms and positions in Å:
1 Tc 0.39 -0.90 -2.15
2 C 0.92 -5.08 3.98
3 C 1.93 -3.93 3.98
4 C 1.70 -3.09 5.25
5 C 3.34 -4.53 4.01
6 C 1.77 -3.03 2.76
7 C 0.78 -3.20 1.81
8 C 0.72 -2.34 0.73
9 Se -0.69 -2.51 -0.60
10 C -1.94 -1.25 0.15
11 C -2.86 -1.70 1.07
12 C -3.76 -0.82 1.64
13 C -3.67 0.51 1.23
14 C -2.77 0.99 0.30
15 C -1.87 0.08 -0.33
16 O -1.04 0.43 -1.27
17 C -2.73 2.47 -0.07
18 C -3.04 2.63 -1.57
19 C -1.33 3.03 0.23
20 C -3.74 3.32 0.72
21 C -4.78 -1.33 2.66
22 C -5.64 -2.43 2.01
23 C -5.73 -0.22 3.15
24 C -4.05 -1.90 3.88
25 C 1.65 -1.30 0.50
26 O 1.57 -0.60 -0.60
27 C 2.64 -1.09 1.49
28 C 2.65 -1.97 2.57
29 C 3.69 0.03 1.46
30 C 3.46 0.93 2.68
31 C 5.09 -0.59 1.53
32 C 3.65 0.92 0.21
33 H 1.10 -5.73 4.84
34 H 1.02 -5.69 3.08
35 H -0.10 -4.71 4.04
36 H 1.80 -3.71 6.15
37 H 0.70 -2.66 5.24
38 H 2.42 -2.28 5.32
39 H 3.45 -5.22 4.84
40 H 4.10 -3.76 4.11
41 H 3.53 -5.07 3.08
42 H 0.04 -3.99 1.88
43 H -2.84 -2.76 1.33
44 H -4.37 1.22 1.66
45 H -2.23 2.22 -2.16
46 H -3.16 3.69 -1.82
47 H -3.96 2.10 -1.82
48 H -0.58 2.49 -0.35
49 H -1.10 2.92 1.29
50 H -1.27 4.09 -0.04
51 H -4.77 3.03 0.49
52 H -3.61 4.36 0.43
53 H -3.57 3.24 1.79
54 H -6.12 -2.05 1.11
55 H -6.42 -2.76 2.70
56 H -5.04 -3.29 1.74
57 H -6.28 0.21 2.32
58 H -5.18 0.57 3.66
59 H -6.45 -0.65 3.85
60 H -3.35 -2.69 3.58
61 H -4.76 -2.33 4.59
62 H -3.48 -1.12 4.38
63 H 3.42 -1.82 3.32
64 H 3.60 0.39 3.62
65 H 2.44 1.33 2.67
66 H 4.16 1.77 2.67
67 H 5.24 -1.17 2.44
68 H 5.85 0.20 1.51
69 H 5.26 -1.25 0.68
70 H 2.67 1.37 0.06
71 H 3.90 0.36 -0.69
72 H 4.38 1.72 0.32
73 O 1.56 0.43 -3.29
74 N 2.59 -0.05 -3.98
75 C 3.32 0.84 -4.69
76 C 4.39 0.46 -5.45
77 C 4.73 -0.90 -5.51
78 C 4.00 -1.79 -4.76
79 C 2.92 -1.37 -3.97
80 S 2.02 -2.47 -3.03
81 H 2.99 1.86 -4.60
82 H 4.95 1.20 -6.00
83 H 5.54 -1.24 -6.14
84 H 4.23 -2.84 -4.75
85 Se 1.56 3.17 -2.56
86 C 1.54 4.71 -1.46
87 C 1.47 4.57 -0.07
88 C 1.43 5.69 0.74
89 C 1.45 6.96 0.18
90 C 1.54 7.11 -1.20
91 C 1.58 5.99 -2.01
92 H 1.45 3.58 0.36
93 H 1.36 5.56 1.82
94 H 1.41 7.83 0.82
95 H 1.57 8.10 -1.63
96 H 1.64 6.10 -3.09
97 C -1.61 0.85 -4.51
98 C -1.64 -0.68 -4.52
99 O -0.65 -1.29 -3.83
100 C -3.01 -1.16 -3.96
101 F -4.02 -1.05 -4.87
102 F -3.38 -0.44 -2.89
103 F -2.98 -2.44 -3.58
104 C -1.52 -1.15 -5.99
105 F -0.26 -0.97 -6.43
106 F -1.82 -2.46 -6.16
107 F -2.32 -0.46 -6.84
108 H -1.27 1.17 -3.53
109 H -2.59 1.28 -4.72
110 H -0.90 1.21 -5.25

(3)
Formula: C43H52GeN8O5STi
Source: the Open Molecules 2025 dataset
Level of theory: ωB97M-V/def2-TZVPD

Computed properties:
Net charge: 0
Expectation value of S²: 2.029
Multiplicity: 3
Gap between HOMO and LUMO (alpha / beta) (eV): 4.4 / 7.1
Largest force on an atom (eV Å⁻¹): 3.36
Electronic energy (eV): -158060.709

Atoms and positions in Å:
1 Ti 0.24 0.21 0.40
2 C -4.36 -0.84 3.26
3 N -3.32 0.09 2.87
4 C -3.43 1.46 3.33
5 C -2.37 -0.26 1.94
6 N -1.30 0.44 1.70
7 N -2.58 -1.45 1.28
8 C -1.72 -1.99 0.34
9 N -2.01 -3.32 0.01
10 N -0.80 -1.28 -0.23
11 H -4.86 -0.46 4.15
12 H -3.93 -1.81 3.51
13 H -5.11 -0.96 2.47
14 H -4.48 1.72 3.41
15 H -2.98 2.13 2.60
16 H -2.94 1.60 4.30
17 H -1.18 1.20 2.37
18 H -3.49 -1.88 1.35
19 H -2.31 -3.89 0.79
20 H -1.25 -3.75 -0.50
21 H -0.21 -1.79 -0.89
22 O 1.73 0.54 -0.46
23 N 2.56 1.10 -1.32
24 C 2.92 2.41 -1.16
25 C 3.71 3.03 -2.08
26 C 4.19 2.33 -3.20
27 C 3.87 0.97 -3.30
28 C 3.08 0.36 -2.37
29 H 2.54 2.90 -0.27
30 H 3.95 4.07 -1.94
31 H 4.80 2.81 -3.94
32 H 4.25 0.38 -4.12
33 H 2.79 -0.68 -2.38
34 C -5.86 -0.84 -3.45
35 C -4.37 -0.75 -3.42
36 C -3.58 -1.83 -3.03
37 C -2.20 -1.71 -2.97
38 C -1.60 -0.51 -3.30
39 C -2.37 0.56 -3.74
40 C -3.74 0.43 -3.80
41 S 0.18 -0.27 -3.08
42 C 0.56 -0.39 -4.89
43 O 0.67 -1.55 -2.53
44 H -6.21 -1.79 -3.06
45 H -6.23 -0.73 -4.47
46 H -6.29 -0.04 -2.85
47 H -4.05 -2.77 -2.76
48 H -1.59 -2.54 -2.67
49 H -1.90 1.48 -4.03
50 H -4.34 1.27 -4.13
51 H 0.17 -1.32 -5.29
52 H 1.63 -0.37 -5.00
53 H 0.10 0.46 -5.39
54 C 4.04 0.10 3.98
55 C 3.46 -1.31 3.89
56 C 1.93 -1.38 4.14
57 C 1.58 -1.02 5.59
58 C 0.09 -1.12 5.91
59 C 1.53 -2.80 3.81
60 O 1.31 -3.68 4.62
61 N 1.52 -3.06 2.47
62 C 1.50 -2.08 1.47
63 O 1.61 -2.43 0.30
64 N 1.27 -0.82 1.85
65 C 1.28 -0.43 3.13
66 O 0.85 0.68 3.44
67 H 5.04 0.11 3.56
68 H 4.09 0.46 5.00
69 H 3.43 0.80 3.40
70 H 3.95 -1.95 4.63
71 H 3.67 -1.71 2.90
72 H 1.92 0.00 5.78
73 H 2.13 -1.70 6.24
74 H -0.49 -0.51 5.22
75 H -0.09 -0.77 6.92
76 H -0.24 -2.15 5.85
77 H 1.42 -4.02 2.17
78 C 1.48 5.50 1.83
79 C 1.45 4.16 2.21
80 C 0.78 3.24 1.43
81 C 0.09 3.63 0.28
82 C 0.14 4.97 -0.09
83 C 0.83 5.89 0.67
84 Ge -0.85 2.19 -0.78
85 C -0.90 3.15 -2.55
86 C -2.01 3.87 -2.99
87 C -2.06 4.39 -4.27
88 C -1.00 4.20 -5.15
89 C 0.11 3.49 -4.72
90 C 0.16 2.98 -3.44
91 C -2.74 2.57 -0.18
92 C -3.15 3.75 0.44
93 C -4.47 3.93 0.82
94 C -5.40 2.94 0.61
95 C -5.01 1.75 0.01
96 C -3.69 1.57 -0.37
97 H 2.01 6.22 2.43
98 H 1.96 3.85 3.11
99 H 0.80 2.18 1.70
100 H -0.36 5.28 -0.99
101 H 0.87 6.93 0.36
102 H -2.84 4.01 -2.32
103 H -2.93 4.94 -4.60
104 H -1.05 4.59 -6.16
105 H 0.95 3.33 -5.40
106 H 1.03 2.43 -3.12
107 H -2.43 4.53 0.61
108 H -4.77 4.86 1.29
109 H -6.43 3.09 0.90
110 H -5.74 0.96 -0.16
111 H -3.38 0.64 -0.84

Which formula does entry 2 have?
C43H52F6NO4SSe2Tc

The lowest net charge belongs to which entry?
C43H52F6NO4SSe2Tc